No. 1
{"formula": "C28H56Br4O12", "method": "ωB97M-V/def2-TZVPD", "species": ["Br", "Br", "Br", "Br", "O", "O", "O", "O", "O", "O", "O", "O", "O", "O", "O", "O", "C", "C", "C", "C", "C", "C", "C", "C", "C", "C", "C", "C", "C", "C", "C", "C", "C", "C", "C", "C", "C", "C", "C", "C", "C", "C", "C", "C", "H", "H", "H", "H", "H", "H", "H", "H", "H", "H", "H", "H", "H", "H", "H", "H", "H", "H", "H", "H", "H", "H", "H", "H", "H", "H", "H", "H", "H", "H", "H", "H", "H", "H", "H", "H", "H", "H", "H", "H", "H", "H", "H", "H", "H", "H", "H", "H", "H", "H", "H", "H", "H", "H", "H", "H"], "positions_angstrom": [[-1.04121, -0.18833, 3.91929], [0.04193, 1.44556, -0.39622], [-6.46562, 3.04181, 3.28963], [-9.24000, 1.33709, 0.02428], [1.46146, -2.91138, 12.01429], [-6.66207, 2.14235, -5.25162], [7.67922, -2.82162, -1.29142], [1.95205, 5.45051, -8.73925], [3.95928, 4.09186, 3.15562], [5.97599, -2.92663, 0.33626], [5.95210, 3.16829, 2.68714], [1.68955, -4.59655, 10.49550], [0.38280, 4.33270, -7.58096], [-4.88980, -2.44668, -1.34330], [-6.32660, 4.18750, -4.33471], [-4.79141, -4.68431, -1.80111], [3.93518, -4.94253, 11.62038], [1.19534, -3.47045, 10.95228], [0.76785, 5.28918, -8.41795], [-8.88711, 1.23749, -6.03857], [-2.78913, -3.40998, -1.99899], [1.32340, 3.51251, -6.84263], [2.58915, -5.44581, 11.30888], [-7.68960, 3.13046, 1.66364], [-7.97040, 2.42025, -5.58339], [-0.08132, 1.08839, 1.54210], [6.23707, 2.71800, 4.03312], [6.12005, -1.18105, -1.43029], [-4.30321, -3.49056, -1.62683], [8.35947, -4.00137, -0.82710], [-4.47029, 2.76795, -4.26656], [9.58990, -4.30761, -1.68269], [-6.71348, -4.87277, -0.26991], [4.90795, 3.83128, 2.41044], [-6.14647, -4.95986, -1.68947], [-0.38847, 6.02571, -9.09710], [7.21625, 1.56999, 4.08288], [-7.68649, 1.65539, 1.17750], [6.53469, -2.42105, -0.68407], [1.62632, 2.22617, -7.54137], [5.06715, 4.45363, 1.07161], [0.32985, -2.82114, 9.93440], [-1.13835, -0.01945, 1.90989], [-5.87775, 3.08662, -4.60882], [-7.38578, 3.85308, 0.90627], [-4.10744, 3.36313, -3.42859], [2.50046, 1.72312, -7.12796], [3.84369, -3.99597, 12.15307], [6.67183, -0.31863, -1.05631], [4.35146, 4.03639, 0.36323], [2.12278, -5.69341, 12.26244], [-3.96292, 3.13549, -5.15852], [4.54697, -4.65720, 10.76457], [6.11380, 4.50738, 0.77208], [-0.50613, -3.35345, 9.48066], [6.28484, -1.37515, -2.49013], [6.54137, 3.62864, 4.54908], [-0.32917, 5.87464, -10.17496], [-4.21981, 1.71459, -4.14095], [0.03280, -1.81144, 10.21789], [-7.75701, 0.93306, 1.99075], [9.42031, -4.82487, -2.62703], [-8.68635, 3.28516, 2.07674], [-2.14368, 0.35040, 1.70830], [-8.43187, 0.74968, -6.90048], [8.74565, -3.89848, 0.18700], [0.72207, 1.63307, -7.67786], [-0.26439, 7.06513, -8.79327], [7.59774, -4.76896, -0.69049], [4.54326, -5.55763, 12.28370], [7.14049, 0.83440, 3.28209], [-2.62832, -3.48058, -3.07476], [-9.11065, 0.53568, -5.23509], [-6.64179, -4.18667, -2.27677], [-2.42311, -2.40989, -1.76669], [-2.17570, -4.04978, -1.36460], [-0.91938, -0.93764, 1.36486], [0.99574, 3.43081, -5.80625], [-0.25162, 1.99600, 2.12121], [-6.39790, -5.92085, -2.13824], [-1.36622, 5.69089, -8.75071], [0.99316, -2.60230, 9.09759], [-6.74498, 1.51633, 0.64619], [-7.78215, -5.01479, -0.43076], [2.25850, 4.07069, -6.88864], [2.67421, -6.39843, 10.78602], [-7.98389, 3.17298, -6.37163], [10.20847, -3.41853, -1.80516], [-8.45235, 2.85513, -4.70777], [8.23674, 1.94122, 3.98866], [-6.55608, -3.87774, 0.14630], [7.15917, 1.22169, 5.11415], [10.27346, -4.94562, -1.12253], [5.29571, 2.34026, 4.43219], [5.05882, -0.97361, -1.29298], [0.93391, 0.75060, 1.75022], [4.84402, 5.52047, 1.08400], [1.89849, 2.47646, -8.56674], [-6.23682, -5.55192, 0.43695], [-9.87962, 1.52544, -6.38514]], "atomic_forces_ev_per_a": [[-0.022, -0.212, -1.308], [-0.448, -0.023, 0.542], [-0.546, 0.549, -1.110], [0.445, 0.092, 0.041], [-0.080, -1.425, -1.192], [3.149, -1.202, 0.686], [-0.105, -0.495, 0.680], [-2.196, 0.107, 0.816], [1.342, -0.979, -0.744], [2.407, 1.454, -3.930], [3.162, -2.388, 0.777], [1.371, -1.792, 0.265], [-1.332, -0.494, 0.875], [-0.022, -2.122, -0.120], [0.209, -1.120, -0.482], [1.399, -1.592, -0.005], [1.325, 2.348, 0.106], [-0.109, 1.906, 1.918], [2.380, -0.539, -1.705], [1.192, -0.039, 0.068], [-0.580, 0.645, 0.839], [1.425, 1.338, -0.497], [-1.096, -0.956, 0.265], [-0.401, -2.095, 1.145], [-2.898, 1.056, -0.088], [-0.097, -1.096, 0.412], [-1.445, -0.250, -0.347], [-1.066, -0.260, 0.120], [1.550, 3.455, -0.596], [0.192, -0.371, 0.650], [0.469, -0.655, -0.765], [-0.003, -0.236, 0.233], [0.449, 0.440, -0.488], [-3.288, 3.042, 0.671], [-1.961, 1.024, 0.538], [0.311, -0.306, 1.003], [1.193, 1.214, -0.019], [0.511, 1.025, -0.096], [-1.024, -0.942, 2.831], [-0.648, 0.024, -1.186], [-0.102, 1.164, -0.925], [0.014, 1.178, -1.290], [0.959, 1.724, 0.027], [-2.703, 1.352, 0.541], [0.144, -0.090, 0.413], [-0.407, -0.068, -0.075], [-0.424, -0.233, 0.301], [-0.121, 0.069, 0.212], [0.190, -0.104, -0.217], [0.437, -0.219, -0.236], [-0.509, 0.295, -0.079], [0.523, -0.120, -0.026], [-0.067, -0.439, -0.322], [-0.147, -0.926, -0.409], [0.110, -0.347, 0.495], [0.236, 0.393, 0.085], [0.132, -0.334, 0.381], [0.219, 0.281, 0.128], [-0.229, 0.060, -0.050], [-0.252, -0.344, 0.560], [-0.092, 0.318, -0.110], [-0.227, 0.381, -0.077], [0.293, 0.652, -0.016], [0.125, -0.249, 0.024], [0.073, -0.382, 0.179], [-0.195, 0.728, 0.179], [0.216, -0.524, 0.505], [-0.083, 0.135, -0.486], [0.206, -0.380, -0.599], [-0.372, -0.493, -0.199], [-0.665, -0.192, 0.428], [-0.064, -0.752, 0.115], [0.505, -0.170, -0.003], [-0.356, -0.033, -0.107], [-0.431, 0.152, 0.163], [-0.092, -0.549, -0.546], [-0.107, -0.098, 0.564], [-0.331, 0.010, -0.260], [-0.158, 0.061, -0.487], [0.625, -0.039, -0.008], [0.173, -0.115, 0.088], [0.170, -0.244, -0.297], [-0.343, -0.465, -0.296], [-0.047, -0.294, 0.642], [0.057, 0.178, 0.504], [-0.385, 0.247, -0.443], [-0.020, 0.145, -0.035], [-0.382, 0.251, -0.360], [-0.049, 0.307, -0.002], [0.150, 0.147, -0.078], [-0.103, 0.101, -0.210], [-0.098, -0.708, -0.269], [-0.283, -0.322, 0.230], [-0.103, 0.409, 0.209], [0.052, -0.085, 0.181], [-0.252, -0.104, 0.221], [-0.588, -0.002, 0.549], [0.225, 0.137, -0.080], [-0.355, -0.406, -0.203], [0.189, 0.825, 0.076]], "e_homo_ha": -0.3710, "smiles": "CCOC(C)=O.CCOC(C)=O.CCOC(C)=O.CCOC(C)=O.CCOC(C)=O.CCOC(C)=O.BrCCBr.BrCCBr", "total_charge": 0, "homo_lumo_gap_ha": 0.376}


No. 2
{"formula": "C28H56Br4O24", "method": "ωB97M-V/def2-TZVPD", "species": ["Br", "Br", "Br", "Br", "O", "O", "O", "O", "O", "O", "O", "O", "O", "O", "O", "O", "O", "O", "O", "O", "O", "O", "O", "O", "O", "O", "O", "O", "C", "C", "C", "C", "C", "C", "C", "C", "C", "C", "C", "C", "C", "C", "C", "C", "C", "C", "C", "C", "C", "C", "C", "C", "C", "C", "C", "C", "H", "H", "H", "H", "H", "H", "H", "H", "H", "H", "H", "H", "H", "H", "H", "H", "H", "H", "H", "H", "H", "H", "H", "H", "H", "H", "H", "H", "H", "H", "H", "H", "H", "H", "H", "H", "H", "H", "H", "H", "H", "H", "H", "H", "H", "H", "H", "H", "H", "H", "H", "H", "H", "H", "H", "H"], "positions_angstrom": [[-14.44636, 6.74545, 22.26769], [-19.77336, 12.74019, 15.18052], [-24.05203, 10.94016, 15.36655], [-12.72563, 3.61418, 22.57196], [-17.79235, 5.33817, 23.04500], [-10.30978, 10.14501, 18.77664], [-14.58604, 14.06074, 19.63180], [-10.25907, 8.66296, 20.33687], [-19.51351, 6.40860, 22.23980], [-16.51520, 9.83711, 18.26149], [-19.68803, 5.56095, 24.28074], [-14.14546, 14.11003, 17.55181], [-14.16247, 14.58508, 14.44887], [-11.90902, 7.90836, 24.84882], [-15.91015, 9.21933, 20.36971], [-17.22317, 9.09681, 23.72527], [-12.29940, 9.69824, 23.66284], [-13.56343, 8.50230, 16.08350], [-15.11197, 6.89385, 16.59511], [-14.60752, 10.60703, 19.21539], [-19.42553, 8.73818, 24.30188], [-12.52709, 13.13142, 14.43992], [-17.82376, 7.98259, 25.52347], [-13.52766, 9.38013, 25.50753], [-15.42171, 8.14709, 14.84516], [-16.19957, 14.66746, 18.14165], [-9.38533, 10.73498, 20.58403], [-14.64958, 12.40031, 14.76057], [-12.05209, 11.81019, 14.61707], [-12.20164, 5.05412, 21.36422], [-13.84103, 13.34593, 14.68695], [-10.93995, 9.14368, 17.92858], [-14.28619, 6.47006, 17.71743], [-15.54411, 14.98694, 14.57304], [-16.38834, 7.92940, 25.82285], [-12.52858, 6.52270, 21.70295], [-9.97085, 9.76714, 19.95762], [-13.22838, 10.62357, 23.15175], [-22.09972, 11.01300, 15.29728], [-15.56964, 9.87404, 19.24323], [-21.66742, 12.40507, 14.99465], [-17.36982, 4.55011, 24.33206], [-12.79408, 13.74507, 17.90247], [-15.03030, 9.19161, 13.87936], [-12.14483, 7.07553, 26.02123], [-15.52803, 13.94956, 20.70609], [-14.58314, 7.89553, 15.83713], [-19.01568, 5.82356, 23.10449], [-19.84019, 9.54426, 23.20676], [-8.81991, 10.46768, 21.85875], [-12.67544, 9.03364, 24.76432], [-15.08769, 14.33665, 18.38631], [-16.22978, 10.55130, 17.01079], [-18.08558, 8.63200, 24.42099], [-17.16052, 8.47838, 20.42396], [-20.96759, 6.02426, 24.26977], [-16.46829, 11.61287, 17.16852], [-11.95588, 7.03168, 22.48701], [-16.01535, 14.90897, 13.61901], [-14.94386, 5.79932, 18.24783], [-10.30339, 8.25941, 17.90248], [-15.93294, 8.90912, 26.09788], [-14.88040, 10.15416, 14.39554], [-22.10257, 13.16377, 15.77164], [-15.86571, 9.23099, 13.22893], [-13.07346, 10.46794, 22.08757], [-16.52547, 14.34056, 20.47160], [-11.16246, 4.91983, 21.39162], [-11.40405, 6.26833, 25.96743], [-15.62602, 12.89642, 21.00242], [-16.31819, 4.34741, 24.22861], [-12.54157, 4.73775, 20.42468], [-17.51952, 8.54788, 21.48545], [-20.79686, 9.95030, 23.57186], [-10.99074, 11.89561, 14.56556], [-12.30315, 11.56583, 15.67944], [-14.29942, 10.43736, 23.36762], [-15.97407, 14.39393, 15.34429], [-11.98507, 7.66977, 26.97353], [-17.85553, 8.93619, 19.70389], [-21.80801, 10.63436, 16.29600], [-12.29236, 13.47210, 17.00111], [-17.59618, 5.06042, 25.24132], [-20.11136, 8.83396, 22.36500], [-13.42313, 5.92037, 17.32644], [-12.39583, 7.12270, 20.81847], [-16.99247, 10.15451, 16.32953], [-14.11576, 8.90879, 13.36354], [-7.72780, 10.67730, 21.71804], [-12.47948, 11.12076, 13.94940], [-15.16923, 10.33153, 16.75309], [-12.98854, 11.63226, 23.52368], [-16.90336, 7.49222, 20.04062], [-11.93680, 8.99521, 18.29299], [-19.13560, 10.35399, 22.95896], [-21.01940, 7.13737, 24.38074], [-13.94882, 7.30110, 18.30667], [-16.43076, 7.20061, 26.62172], [-15.58540, 16.07904, 14.86858], [-9.25473, 11.32176, 22.40956], [-21.56386, 5.51950, 25.04217], [-18.01292, 3.66177, 24.24298], [-13.19034, 6.83490, 25.98469], [-21.85523, 10.27808, 14.56667], [-21.50144, 5.77402, 23.37541], [-10.91347, 9.62293, 16.91426], [-9.02361, 9.51546, 22.21920], [-15.06571, 14.52072, 21.50648], [-12.35311, 14.57011, 18.44719], [-12.78637, 13.00908, 18.70389], [-21.92942, 12.72937, 14.00303], [-15.83132, 7.47645, 25.05806]], "atomic_forces_ev_per_a": [[0.881, -0.053, -0.331], [0.447, -0.370, -0.061], [-0.120, 0.138, -0.087], [-0.299, 0.303, 0.237], [1.124, -0.958, 2.860], [-0.244, 1.249, -2.627], [-1.180, 0.213, -0.029], [0.442, -1.120, 1.594], [-1.510, 2.237, -3.451], [0.681, -0.564, 0.428], [2.536, -0.844, -0.584], [1.395, -0.030, -3.067], [0.611, 1.289, 0.434], [-0.148, 0.652, 0.459], [0.093, 0.360, -0.880], [-0.373, 0.371, -0.904], [0.237, -1.396, 1.019], [-0.211, -0.482, -0.193], [0.868, 0.777, -0.326], [0.148, -0.770, -0.244], [1.567, 0.189, -0.031], [-0.715, 1.609, 0.260], [0.912, -0.378, 0.701], [-1.048, 0.039, 1.229], [0.255, 0.237, -0.617], [-1.000, 0.399, -0.562], [0.526, 0.490, -0.115], [1.464, 1.856, 0.879], [-0.382, 0.776, 2.874], [-0.267, 0.955, 1.505], [-1.570, -3.368, -2.469], [1.140, 1.355, -0.848], [-0.308, -0.374, -1.306], [0.794, 1.410, 0.678], [-1.144, 0.153, 1.502], [-0.906, -0.564, 0.590], [-1.143, -1.487, -0.237], [-0.742, 0.795, -0.613], [-0.362, -0.542, 1.383], [-1.154, 1.574, 0.292], [-0.820, 2.171, 1.901], [-1.286, -0.159, -2.543], [-0.810, 0.383, 1.982], [0.505, -0.178, 1.680], [0.568, 1.779, 0.511], [0.099, -0.004, 0.264], [-0.267, -0.005, 0.835], [0.605, -1.755, 3.166], [-1.727, -0.574, -0.783], [1.195, 3.470, -0.619], [1.596, -0.819, -1.241], [0.784, -1.105, 3.065], [0.006, -0.332, 0.978], [-0.326, 0.530, 0.280], [0.057, 0.554, -0.211], [-2.849, 1.454, 0.691], [0.579, -0.229, -0.097], [-0.067, -0.725, -0.030], [-0.406, -0.425, -0.590], [0.018, -0.073, 0.393], [-0.372, -0.111, 0.160], [-0.683, -0.775, -0.193], [-0.094, -0.437, -0.209], [0.490, -1.579, -1.587], [-0.611, 0.109, -0.689], [-0.267, 0.818, -0.235], [0.433, 0.056, -0.198], [1.571, 0.178, -0.203], [-0.653, 0.105, -0.104], [0.161, 0.220, -0.176], [0.219, -0.026, -0.320], [-0.752, -0.112, -1.242], [0.489, -0.391, -1.209], [0.373, 0.201, -0.342], [0.721, -0.134, -0.401], [0.168, -0.539, -0.894], [0.731, -0.380, 0.198], [-0.722, -0.388, 0.398], [-0.030, -0.576, -1.120], [0.006, -0.204, 0.603], [0.124, 0.474, -0.651], [0.255, -0.082, -0.381], [-0.179, 0.717, 0.262], [0.721, 1.101, 0.612], [-0.087, 0.105, 0.141], [-0.120, 0.127, -0.416], [0.595, -0.047, -0.045], [-0.031, -0.140, -0.007], [-0.826, -0.485, 0.468], [-0.510, -0.841, -0.885], [-0.939, 0.552, -0.175], [0.003, -0.273, -0.411], [-0.440, -0.300, 0.547], [-0.459, -0.378, -0.095], [-0.221, -0.616, 0.010], [0.043, -1.033, 0.115], [-0.012, 0.442, 0.323], [0.508, 0.268, 0.620], [0.443, -1.333, -0.226], [0.438, -0.903, 0.662], [0.600, 0.284, 0.255], [0.665, 0.102, 0.371], [-0.319, -0.861, 0.159], [0.480, -0.307, -0.610], [-0.047, -0.099, -0.869], [-0.369, -0.527, 1.001], [-0.516, -1.578, 0.673], [-0.290, -0.044, 0.278], [0.393, 0.614, -0.559], [-0.197, -0.752, -0.623], [-0.197, 0.005, -0.279], [0.565, -0.309, -1.472]], "e_homo_ha": -0.3619, "smiles": "COC(=O)OC.COC(=O)OC.COC(=O)OC.COC(=O)OC.COC(=O)OC.COC(=O)OC.COC(=O)OC.COC(=O)OC.BrCCBr.BrCCBr", "total_charge": 0, "homo_lumo_gap_ha": 0.381}